(1)
# C4H34N2O11

A cluster of 12 separate species, C4H34N2O11 in total (ωB97M-V/def2-TZVPD, the Open Molecules 2025 dataset).

Output
**Lowest unoccupied orbital energy**: -5.083 eV
**Net charge**: +2

Geometry as XYZ:
```
51
Properties=species:S:1:pos:R:3:forces:R:3:nbo_charge:R:1
C -0.2931 3.1773 0.5027 0.054 -0.183 0.215 -0.222
C 0.2149 2.2024 1.5603 -0.037 -0.344 -0.726 -0.466
C -0.5667 0.9471 1.8051 -0.049 -0.007 -0.221 -0.119
C -1.7751 0.6637 1.3545 0.216 0.079 0.044 -0.094
N -2.4585 -0.5743 1.7636 0.361 -0.352 -0.744 -0.705
N 0.1205 2.8214 -0.8831 0.243 0.401 0.132 -0.744
H -1.3699 3.2621 0.5286 -0.282 0.170 -0.003 0.209
H 0.1199 4.1541 0.7167 0.052 0.191 -0.020 0.243
H 1.2483 1.9388 1.3342 0.066 -0.101 0.040 0.250
H 0.2689 2.7101 2.5040 -0.010 0.407 0.599 0.266
H -0.0717 0.2310 2.4454 0.103 -0.164 0.241 0.240
H -2.3645 1.2807 0.6964 -0.142 0.013 -0.016 0.220
H -3.2535 -0.3764 2.3508 -0.463 0.105 0.422 0.440
H -2.7953 -1.1252 0.9455 0.198 -0.075 0.244 0.476
H -1.8303 -1.2157 2.2650 0.133 0.019 0.129 0.465
H 1.0432 2.3004 -0.8868 0.031 -0.302 -0.031 0.464
H -0.5543 2.2449 -1.3791 -0.138 -0.227 -0.183 0.440
H 0.2909 3.6842 -1.4332 -0.300 0.020 -0.093 0.469
H 1.6338 -0.6871 -3.7332 0.152 -0.072 -0.270 0.503
H 0.4030 -0.1551 -2.9415 0.379 -0.025 0.058 0.518
O 1.3353 -0.4729 -2.8476 -0.432 0.099 0.051 -1.006
H 4.0634 -0.5197 0.8430 0.035 0.038 0.048 0.503
H 2.8016 -1.2226 0.2234 0.090 0.161 0.119 0.518
O 3.0991 -0.4836 0.8417 -0.003 -0.143 -0.182 -1.016
H 2.1838 0.7451 -1.7737 -0.009 0.277 0.095 0.513
H 2.6138 0.8195 -0.2900 0.074 0.212 -0.174 0.511
O 2.3225 1.3845 -1.0419 0.108 -0.445 0.070 -0.994
H 1.8765 -1.7300 -1.6408 0.020 -0.365 0.410 0.513
H 1.5067 -2.8298 -0.5627 0.254 0.209 -0.188 0.508
O 2.2150 -2.2267 -0.8591 -0.529 -0.061 -0.181 -0.982
H 1.3090 5.3522 -2.8704 -0.133 0.109 0.044 0.507
H -0.1163 5.8771 -2.5640 -0.022 0.174 -0.093 0.505
O 0.5197 5.1950 -2.3369 0.194 -0.277 0.060 -0.975
H -1.7250 -3.2507 0.0293 0.079 -0.223 0.131 0.529
H -3.2721 -3.4868 -0.0036 -0.339 -0.494 0.046 0.505
O -2.6047 -2.8064 -0.0135 0.219 0.783 -0.064 -1.024
H 0.7876 -2.3307 3.1084 -0.089 0.018 -0.063 0.520
H -0.2108 -3.3667 3.7318 -0.037 -0.037 0.010 0.499
O -0.0642 -2.8208 2.9521 -0.230 0.227 -0.018 -1.026
H -0.0982 -3.5941 1.4278 0.159 -0.294 0.219 0.517
H -0.0400 -4.8395 0.4416 0.106 -0.315 0.163 0.503
O -0.1681 -3.8932 0.4953 -0.169 0.658 -0.547 -1.014
H -1.7795 -0.0635 -2.6868 0.018 0.295 -0.084 0.523
H -1.4337 1.0470 -3.7181 0.033 -0.003 0.124 0.498
O -1.1745 0.7076 -2.8505 -0.063 -0.164 0.040 -1.019
H 2.4471 -0.9707 2.3539 0.328 -0.014 -0.032 0.513
H 2.7512 -1.5400 3.7857 0.306 0.019 0.128 0.500
O 2.0477 -1.2833 3.1903 -0.556 0.056 0.082 -0.996
H -3.5951 -1.6122 -2.9052 -0.022 -0.054 -0.003 0.502
H -2.7952 -1.9019 -1.5728 -0.056 0.154 -0.671 0.509
O -2.8133 -1.3668 -2.4028 0.099 -0.155 0.643 -0.999
```
Forces are in eV/Å.



(2)
# C3H2O2V

A structure of composition C3H2O2V (ωB97M-V/def2-TZVPD, the Open Molecules 2025 dataset).

Output
**2S+1**: 5
**Lowest unoccupied orbital energy (alpha / beta)**: -5.789 / -6.527 eV
**Net charge**: +1

Geometry as XYZ:
```
8
Properties=species:S:1:pos:R:3:forces:R:3:nbo_charge:R:1
H 0.4028 -2.9611 0.1609 -1.213 0.040 0.009 0.256
O 0.8218 2.9103 -0.4637 0.544 1.510 -1.269 -0.704
H 1.1965 3.6106 0.0920 -0.142 0.562 -0.157 0.542
C 0.0939 -1.9338 0.0074 2.729 3.029 -0.293 -0.211
C 0.5018 -0.7602 -0.2169 -0.351 -5.876 -1.472 -0.540
O 0.4448 1.0761 0.6551 -2.087 4.998 0.463 -0.610
C 0.0160 2.1726 0.2250 2.081 -4.379 2.273 0.858
V 2.2394 0.1604 -0.3256 -1.562 0.116 0.445 1.409
```
Forces are in eV/Å.



(3)
# C2H4INS

A structure of composition C2H4INS (ωB97M-V/def2-TZVPD, the Open Molecules 2025 dataset).

Output
**Lowest unoccupied orbital energy**: -0.447 eV

Geometry as XYZ:
```
9
Properties=species:S:1:pos:R:3:forces:R:3:nbo_charge:R:1
C -1.3733 -1.7838 -1.2451 0.418 -1.143 1.047 -0.499
C 0.4547 -0.3240 0.6053 -2.770 1.559 -1.617 -0.032
N 0.6295 0.3102 -0.5001 1.282 0.361 1.352 -0.634
S -1.6611 -0.7982 -2.5000 -0.298 1.534 -0.336 0.227
I -0.2907 -3.4892 -1.8680 -0.219 -0.019 -0.087 0.121
H 0.9372 -1.2446 0.8263 0.875 -0.498 0.814 0.165
H -0.5178 -0.0290 1.1828 1.934 -0.750 -0.798 0.171
H -2.0157 0.2655 -1.6808 -0.097 -0.560 -0.763 0.142
H 1.5459 0.1072 -0.9669 -1.124 -0.485 0.388 0.339
```
Forces are in eV/Å.



(4)
# C5H11N2O2

The ion C5H11N2O2 with charge +1 (ωB97M-V/def2-TZVPD, the Open Molecules 2025 dataset).

Output
**Lowest unoccupied orbital energy**: -6.666 eV
**Net charge**: +1

Geometry as XYZ:
```
20
Properties=species:S:1:pos:R:3:forces:R:3:nbo_charge:R:1
C 0.9131 -1.0288 -0.3842 -3.919 -0.746 0.997 0.112
C 1.0068 0.4056 0.0018 -0.727 -0.102 -2.215 0.128
C 0.8395 0.7589 1.4700 -1.048 -3.157 -0.536 -0.649
C 2.2057 0.9533 -0.7714 0.539 2.193 0.821 -0.642
C -2.5992 -1.3702 -0.0131 0.193 0.607 0.103 -0.446
N -1.3726 -0.6466 -0.0608 4.364 -0.325 -0.255 -0.220
N -1.3130 0.5628 -0.3977 -1.912 -0.566 -0.591 0.571
O -2.2433 1.2946 -0.5845 -0.477 0.411 0.116 -0.323
O -0.1127 1.0734 -0.7231 1.392 -0.156 0.227 -0.304
H 0.7884 -1.4035 -1.4415 0.525 0.661 1.199 0.260
H 0.8740 -1.7631 0.4606 0.814 0.344 -1.003 0.246
H 1.7929 0.5194 1.9648 -0.411 1.138 0.275 0.260
H 0.1007 -0.0619 1.8396 1.100 1.703 -0.148 0.230
H 0.3099 1.7137 1.4216 0.885 0.187 1.019 0.270
H 2.1583 2.0678 -0.4554 0.787 -1.690 -0.532 0.271
H 2.1364 0.9569 -1.8869 -0.178 -0.473 1.026 0.265
H 3.1164 0.4378 -0.3976 -0.333 0.708 -0.375 0.247
H -3.1326 -1.0725 -0.8922 -0.607 -0.423 -0.819 0.237
H -2.2865 -2.4134 0.0412 -0.700 0.109 0.079 0.243
H -3.1822 -0.9840 0.8088 -0.286 -0.422 0.610 0.244
```
Forces are in eV/Å.



Results for ΔE to the lowest compared entry with this formula, charge and spin: 0.000; 3.025; 3.532; 7.573 (in eV, following the order of the records).